9
Properties=species:S:1:pos:R:3 method="wB97M-V/def2-TZVPD" gap_ev=9.50 spin_multiplicity=1 de_lowest_ev=1.448 lumo_ev=0.3 smiles="O[Si]1(O)C=C1" e_tot_ev=-14110.5913 max_force_ev_per_a=6.7
O -1.039 1.286 1.428
Si -0.104 -0.089 0.482
O -0.633 -1.534 0.891
C 1.383 0.542 -0.389
C 0.422 0.203 -1.290
H -1.852 0.910 1.437
H -0.865 -2.231 0.310
H 2.410 0.777 -0.578
H 0.276 0.134 -2.291



9
Properties=species:S:1:pos:R:3 method="wB97M-V/def2-TZVPD" gap_ev=11.15 spin_multiplicity=1 de_lowest_ev=5.001 lumo_ev=0.8 smiles=CC1(O)OO1 e_tot_ev=-8276.5577 max_force_ev_per_a=5.3
C -1.235 -0.453 0.021
C 0.573 0.102 0.061
O 0.695 1.350 -0.384
O 1.399 -0.866 -0.553
O 1.551 -0.437 0.815
H -1.466 -0.436 -1.062
H -1.767 0.379 0.451
H -1.349 -1.224 0.798
H 1.599 1.585 -0.147